1.
DFT (ωB97M-V with the def2-TZVPD basis set) results for 5 unconnected molecules or ions with the total composition C39H96N10O6PS at a distorted geometry.

The calculation puts the calculated total energy at -3281.4091 hartree. For the max |F|, the calculation gives 0.1139 hartree/bohr. The value obtained for the HOMO-LUMO gap is 0.2647 hartree.

Geometry as ORCA input:
```
! wB97M-V def2-TZVPD RIJCOSX def2/J DEFGRID3
* xyz 1 1
C -9.165 1.444 -3.616
C -8.805 0.610 -4.991
C -8.320 -0.942 -4.668
C -7.156 -1.445 -5.715
C -7.450 -2.912 -6.403
C -7.810 -4.104 -5.318
C -6.409 -4.708 -4.634
C -6.584 -4.923 -3.012
C -5.158 -4.778 -2.166
C -4.576 -3.252 -2.389
C -3.417 -2.825 -1.264
C -3.007 -1.254 -1.664
C -2.327 -0.606 -0.286
C -3.504 -0.129 0.736
N -3.074 0.721 1.904
C -2.090 1.809 1.522
C -1.613 2.524 2.957
N -0.956 1.561 3.919
C -0.140 2.375 4.940
C -0.831 1.015 0.777
P 0.802 2.009 0.746
O 0.593 3.746 0.653
O 1.760 1.568 -0.684
S 1.961 1.508 2.277
N -1.221 0.382 -0.553
C -1.403 1.321 -1.704
C -2.801 2.124 -1.834
C -3.653 1.716 -3.213
C -3.766 3.041 -4.228
N -3.703 2.534 -5.660
C -4.280 3.558 -6.641
N -4.467 4.897 -6.363
N -4.717 3.063 -8.043
H -8.527 2.436 -3.521
H -9.034 0.770 -2.647
H -10.299 1.794 -3.635
H -7.943 1.222 -5.534
H -9.784 0.575 -5.640
H -7.886 -0.967 -3.573
H -9.279 -1.645 -4.731
H -6.084 -1.443 -5.244
H -7.143 -0.656 -6.608
H -6.487 -3.214 -7.038
H -8.341 -2.809 -7.190
H -8.562 -3.743 -4.467
H -8.273 -4.992 -5.946
H -5.557 -3.925 -4.921
H -6.191 -5.754 -5.127
H -7.398 -4.177 -2.617
H -6.996 -6.008 -2.827
H -5.320 -4.995 -1.026
H -4.392 -5.556 -2.607
H -4.038 -3.191 -3.449
H -5.427 -2.445 -2.393
H -3.996 -2.835 -0.220
H -2.496 -3.546 -1.260
H -2.247 -1.297 -2.558
H -4.039 -0.739 -1.943
H -1.800 -1.543 0.237
H -3.975 -1.122 1.201
H -4.393 0.365 0.122
H -2.648 0.034 2.591
H -2.536 2.683 0.885
H -2.636 2.860 3.472
H -0.982 3.490 2.719
H -1.752 1.179 4.512
H 0.249 3.394 4.516
H -0.777 2.639 5.905
H 0.823 1.729 5.201
H -0.616 0.087 1.498
H 1.173 4.098 1.402
H 1.615 2.248 -1.416
H -0.375 -0.217 -0.808
H -1.284 0.671 -2.697
H -0.531 2.132 -1.798
H -3.544 2.071 -0.941
H -2.551 3.285 -1.983
H -3.122 0.886 -3.849
H -4.766 1.418 -2.977
H -4.768 3.639 -3.999
H -2.839 3.761 -4.090
H -4.197 1.615 -5.731
H -4.878 5.305 -7.255
H -4.158 2.220 -8.286
H -5.742 2.802 -7.969
C -9.161 -5.636 2.588
C -9.041 -6.565 1.382
C -7.820 -6.257 0.483
O -7.983 -5.112 -0.358
C -7.741 -3.872 0.288
N -10.296 -6.525 0.619
H -9.549 -4.649 2.323
H -9.853 -6.059 3.326
H -8.192 -5.503 3.080
H -8.910 -7.582 1.773
H -7.684 -7.105 -0.199
H -6.897 -6.180 1.069
H -6.947 -3.942 1.037
H -8.663 -3.500 0.739
H -7.436 -3.149 -0.473
H -10.248 -7.219 -0.127
H -10.317 -5.632 0.116
C 4.403 2.120 7.366
C 4.101 1.835 5.897
C 5.287 1.201 5.134
O 6.325 2.122 4.788
C 7.234 2.402 5.842
N 3.646 3.075 5.252
H 5.025 3.009 7.505
H 3.472 2.298 7.918
H 4.910 1.271 7.836
H 3.275 1.113 5.874
H 4.905 0.818 4.180
H 5.697 0.338 5.671
H 7.410 1.531 6.479
H 6.872 3.244 6.433
H 8.186 2.702 5.395
H 3.352 2.858 4.300
H 4.470 3.669 5.121
C 10.682 -0.111 2.029
C 9.237 -0.121 2.522
C 8.213 -0.506 1.429
O 7.933 0.537 0.490
C 8.896 0.666 -0.545
N 8.925 1.187 3.117
H 10.919 0.775 1.432
H 11.374 -0.112 2.879
H 10.898 -0.998 1.425
H 9.173 -0.880 3.311
H 7.258 -0.719 1.924
H 8.504 -1.427 0.910
H 9.313 -0.298 -0.846
H 9.690 1.347 -0.233
H 8.402 1.116 -1.410
H 7.995 1.142 3.532
H 8.813 1.852 2.345
C 15.267 4.221 2.766
C 14.771 2.891 3.329
C 14.799 1.735 2.302
O 13.740 1.775 1.341
C 13.967 2.662 0.256
N 13.426 3.081 3.890
H 14.528 4.711 2.127
H 15.492 4.918 3.581
H 16.185 4.084 2.184
H 15.448 2.617 4.147
H 14.661 0.796 2.850
H 15.772 1.662 1.803
H 15.022 2.705 -0.030
H 13.596 3.657 0.504
H 13.390 2.302 -0.600
H 13.140 2.218 4.352
H 12.776 3.159 3.102
*
```

2.
DFT (ωB97M-V with the def2-TZVPD basis set) results for a molecular structure, C39H97N6O13Zn at a distorted geometry.

The calculation puts the calculated total energy at -4628.9792 hartree. For the max |F|, the calculation gives 0.0891 hartree/bohr. The value obtained for the HOMO-LUMO gap (alpha / beta) is 0.1827 / 0.0971 hartree.

Geometry as ORCA input:
```
! wB97M-V def2-TZVPD RIJCOSX def2/J DEFGRID3
* xyz 2 2
Zn 1.229 2.511 -2.081
C -0.669 1.142 1.313
C 0.684 0.680 0.647
C 0.928 -0.881 0.676
O 0.700 1.191 -0.636
H -1.401 0.706 0.633
H -0.825 2.220 1.266
H -0.872 0.668 2.273
H 1.450 1.286 1.131
H 0.332 -1.561 0.067
H 0.823 -1.223 1.705
H 1.945 -1.177 0.421
C 4.349 1.792 -0.793
O 3.281 2.675 -0.893
C 3.117 3.750 0.071
C 1.982 4.739 -0.346
N 1.629 4.519 -1.773
C 2.596 5.184 -2.766
C 2.796 6.680 -2.389
O 1.511 7.130 -2.041
C 1.371 8.493 -2.159
H 4.470 1.082 -1.611
H 4.177 1.205 0.110
H 5.277 2.308 -0.546
H 3.938 4.465 0.114
H 2.798 3.127 0.906
H 2.215 5.768 -0.073
H 1.218 4.540 0.407
H 0.830 5.080 -2.031
H 2.068 5.293 -3.714
H 3.482 4.551 -2.794
H 3.334 7.237 -3.155
H 3.406 6.764 -1.489
H 1.377 8.819 -3.199
H 2.250 8.978 -1.734
H 0.468 8.977 -1.788
C 2.549 7.012 2.885
O 1.473 6.033 3.040
C 1.619 5.230 4.171
C 0.617 4.096 3.878
N 1.108 2.748 4.352
C 1.423 2.735 5.851
C 1.973 1.361 6.291
O 0.868 0.439 6.022
C 1.297 -0.881 6.374
H 2.948 7.528 3.758
H 2.145 7.687 2.130
H 3.312 6.424 2.374
H 1.590 5.670 5.168
H 2.649 4.873 4.141
H 0.598 3.959 2.797
H -0.418 4.206 4.200
H 0.509 1.936 4.332
H 0.443 2.887 6.304
H 2.099 3.497 6.239
H 2.142 1.288 7.365
H 2.819 1.074 5.665
H 0.582 -1.481 5.810
H 1.079 -0.977 7.438
H 2.323 -1.212 6.215
C -6.216 -8.793 1.693
O -6.257 -7.739 0.752
C -5.593 -7.952 -0.461
C -4.213 -8.512 -0.629
N -3.167 -7.772 0.222
C -3.095 -6.300 0.173
C -2.618 -5.764 1.514
O -2.119 -4.430 1.193
C -1.532 -3.812 2.343
H -6.690 -9.686 1.284
H -6.836 -8.606 2.569
H -5.220 -8.968 2.100
H -5.572 -7.045 -1.065
H -6.314 -8.510 -1.059
H -4.030 -8.415 -1.699
H -4.290 -9.571 -0.385
H -2.514 -8.238 0.835
H -4.082 -5.915 -0.084
H -2.363 -6.051 -0.595
H -1.775 -6.277 1.978
H -3.463 -5.700 2.199
H -0.628 -4.356 2.618
H -2.113 -3.526 3.219
H -1.120 -2.907 1.896
C 3.924 -2.363 -1.095
O 4.613 -3.351 -1.778
C 5.844 -2.886 -2.233
C 6.641 -4.102 -2.888
N 6.633 -5.205 -1.898
C 6.658 -6.543 -2.489
C 6.993 -7.479 -1.283
O 7.255 -8.754 -1.796
C 7.115 -9.874 -0.894
H 3.609 -1.474 -1.641
H 4.415 -2.111 -0.156
H 2.910 -2.746 -0.975
H 6.509 -2.546 -1.438
H 5.750 -2.097 -2.979
H 7.598 -3.789 -3.305
H 6.209 -4.423 -3.836
H 5.842 -5.094 -1.281
H 7.405 -6.636 -3.277
H 5.678 -6.821 -2.877
H 6.208 -7.566 -0.532
H 7.837 -7.097 -0.710
H 6.187 -9.863 -0.324
H 7.880 -9.645 -0.152
H 7.235 -10.812 -1.436
C 1.269 -1.880 -5.550
O 0.210 -1.750 -4.712
C 0.371 -2.282 -3.352
C -1.038 -2.016 -2.719
N -1.285 -0.556 -2.666
C -2.535 -0.147 -2.064
C -3.662 -0.183 -3.141
O -3.140 0.413 -4.336
C -4.260 0.812 -5.175
H 2.274 -1.951 -5.134
H 1.398 -1.038 -6.230
H 0.937 -2.793 -6.046
H 1.089 -1.763 -2.717
H 0.451 -3.369 -3.382
H -0.854 -2.530 -1.776
H -1.818 -2.584 -3.228
H -0.542 -0.197 -2.084
H -2.497 0.899 -1.758
H -2.579 -0.751 -1.157
H -4.628 0.201 -2.814
H -3.864 -1.228 -3.376
H -4.928 0.018 -5.507
H -3.833 1.450 -5.948
H -4.901 1.528 -4.662
C -6.239 7.927 -1.645
O -5.770 6.728 -0.980
C -4.405 6.711 -0.813
C -3.818 5.265 -0.315
N -4.342 4.874 0.998
C -4.251 3.468 1.241
C -4.733 3.016 2.599
O -6.166 2.833 2.627
C -6.495 2.175 3.808
H -5.794 8.856 -1.288
H -7.327 7.977 -1.604
H -6.253 7.812 -2.729
H -4.133 7.366 0.015
H -3.989 6.871 -1.808
H -2.757 5.485 -0.196
H -3.998 4.734 -1.249
H -5.328 5.090 1.031
H -3.261 3.107 0.964
H -4.985 2.959 0.615
H -4.518 3.636 3.470
H -4.270 2.040 2.742
H -5.999 1.205 3.839
H -7.566 2.045 3.648
H -6.378 2.789 4.700
*
```